Entry 1:
10
Properties=species:S:1:pos:R:3:lowdin_charge:R:1 method="wB97M-V/def2-TZVPD" orbital_gap_ev=8.80 relative_energy_kj_mol=189.9 spin_multiplicity=1 charge=0 energy_ha=-1786.19948
Cl -0.01744 1.82231 -3.87029 0.33
Si -0.82644 0.11914 -3.15691 -0.75
Cl -0.21169 -1.45509 -4.26929 0.32
Cl -2.85419 0.24308 -3.25315 0.31
C -0.18228 -0.11329 -1.38393 -0.22
C 0.86197 0.29041 -0.29102 0.07
C -0.44632 -0.30833 0.14117 -0.23
H 1.78518 0.66683 -0.06966 0.04
H -0.56014 -1.24930 0.52488 0.04
H -1.03555 0.42532 0.72653 0.09

---

Entry 2:
18
Properties=species:S:1:pos:R:3:lowdin_charge:R:1 method="wB97M-V/def2-TZVPD" orbital_gap_ev=7.75 relative_energy_kj_mol=27.7 spin_multiplicity=1 charge=-1 energy_ha=-347.63911
C 1.17235 -1.99578 -1.07982 -0.34
C 0.72181 -1.03535 -2.14669 -0.13
C 2.31543 -1.56133 -0.17834 -0.13
H 1.42141 -2.96990 -1.54427 0.09
H 0.36538 -2.36350 -0.45978 0.09
H -0.25690 -1.27294 -2.57145 0.07
H 0.49149 -0.03354 -1.76000 0.06
H 2.28326 -0.49574 0.07072 0.08
H 1.50810 -0.93884 -2.90384 0.06
H 3.30716 -1.76171 -0.59680 0.06
H 2.28678 -2.09594 0.77243 0.06
C -1.46704 0.67974 2.13289 -0.06
C -1.05605 1.34055 0.79291 -0.80
O -0.37703 2.39080 0.87323 -0.11
O -1.44737 0.74681 -0.24140 -0.12
H -1.11766 -0.34889 2.10959 0.05
H -2.56169 0.64205 2.15499 0.05
H -1.09554 1.25632 2.96198 0.04

---

Entry 3:
17
Properties=species:S:1:pos:R:3:lowdin_charge:R:1 method="wB97M-V/def2-TZVPD" orbital_gap_ev=9.58 relative_energy_kj_mol=555.8 spin_multiplicity=1 charge=0 energy_ha=-400.96505
C 0.21072 -1.59615 -0.98950 -0.01
C 0.83790 -0.59964 -0.08732 -0.42
C 1.40594 0.70928 -0.54447 0.03
C 0.15668 0.69461 0.30270 -0.38
C -1.13935 1.14593 -0.28796 -0.02
N 0.25983 0.25525 1.69202 -0.04
O -1.04691 -0.13359 2.19411 -0.01
O 0.95339 -0.96748 1.30495 0.01
H 0.91357 -2.41087 -1.18894 0.09
H -0.07315 -1.15469 -1.95015 0.09
H -0.68615 -2.02884 -0.53433 0.09
H 2.32596 1.05065 -0.08385 0.11
H 1.32406 0.96641 -1.59333 0.12
H -1.61014 1.89480 0.35778 0.08
H -0.99228 1.61044 -1.26872 0.09
H -1.84173 0.31515 -0.41014 0.08
H -0.99835 0.24873 3.08714 0.10

---

Entry 4:
9
Properties=species:S:1:pos:R:3:lowdin_charge:R:1 method="wB97M-V/def2-TZVPD" orbital_gap_ev=8.73 relative_energy_kj_mol=143.4 spin_multiplicity=1 charge=0 energy_ha=-913.00586
C -0.71003 1.06739 -0.26439 -0.53
C 0.58905 1.00610 -0.11455 -0.61
S 1.49832 -0.42119 -0.50667 0.80
C 0.03137 -1.36452 0.13469 -0.74
S -1.51335 -0.48811 -0.45859 0.80
H -1.10564 1.94224 -0.23207 0.00
H 1.10820 1.97645 0.43257 0.14
H 0.23294 -2.41084 -0.30951 0.06
H -0.13086 -1.30752 1.31852 0.09